# 1
An isolated ion of composition C2H6IN3 and charge +2 in a non-equilibrium geometry. Source: the Open Molecules 2025 dataset; level of theory: ωB97M-V with the def2-TZVPD basis set.

## Properties
**ΔE to the lowest compared entry with this formula, charge and spin**: 101.35 kJ/mol
**SMILES string**: N/C=[NH+]/C(=[NH2+])I
**LUMO**: -9.9 eV
**M**: 199.0 g mol⁻¹
**Frontier orbital gap**: 8.75 eV
**Charge**: +2
**HOMO energy**: -18.693 eV

The geometry in XYZ format:
```
12
Properties=species:S:1:pos:R:3:forces:R:3
C -0.857 0.606 0.202 4.9 -2.3 0.7
C 1.074 -0.811 -0.284 1.6 -1.2 0.7
N -1.865 1.183 -0.207 -3.1 2.8 2.5
N 1.408 -1.023 0.991 2.5 -1.5 -3.9
N -0.008 -0.089 -0.669 -1.1 0.8 3.2
I 2.199 -1.637 -1.830 -0.3 0.2 0.5
H -0.464 0.687 1.256 -1.3 0.1 -1.1
H -2.408 1.750 0.483 0.4 -0.5 -0.5
H -2.264 1.242 -1.096 -0.4 -0.3 -2.2
H 0.889 -0.493 1.630 0.0 0.2 2.1
H 2.378 -1.574 1.127 -3.1 1.8 0.4
H -0.081 0.160 -1.603 -0.2 0.1 -2.4
```
Forces are in eV/Å.

***

# 2
C22H50NO5ReS2Si as an isolated structure. Source: the Open Molecules 2025 dataset; level of theory: ωB97M-V with the def2-TZVPD basis set.

## Properties
**ΔE to the lowest compared entry with this formula, charge and spin**: 0.00 kJ/mol
**LUMO (alpha / beta)**: -10.7 / -10.5 eV
**M**: 687.1 g mol⁻¹
**Frontier orbital gap (alpha / beta)**: 7.24 / 7.93 eV
**Charge**: +3
**Spin multiplicity**: 4
**⟨S²⟩**: 3.79
**HOMO energy (alpha / beta)**: -17.965 / -18.441 eV

The geometry in XYZ format:
```
82
Properties=species:S:1:pos:R:3:forces:R:3
Re 0.804 0.808 0.153 0.2 -0.5 0.0
C -1.338 -1.092 2.973 0.0 0.0 0.0
C 0.080 -0.641 3.252 0.1 0.0 0.0
C 0.318 -0.387 4.725 0.0 0.0 0.0
C 1.102 -1.592 2.661 0.0 0.0 0.0
O 0.329 0.657 2.522 0.0 -0.2 -0.2
Si -0.265 2.170 2.799 0.1 0.1 0.2
S -0.038 2.721 0.495 -0.2 0.7 0.2
O 0.620 3.213 3.546 -0.1 -0.1 -0.1
C 1.849 3.629 4.270 0.0 0.1 -0.1
C 1.507 3.592 5.744 0.0 0.0 0.0
C 2.145 5.034 3.785 0.0 0.0 0.0
C 2.958 2.660 3.912 0.0 0.0 0.0
O -1.821 2.127 3.037 -0.2 0.0 -0.2
C -2.845 3.050 3.634 0.1 0.0 0.0
C -4.159 2.617 3.020 0.0 0.0 0.0
C -2.799 2.813 5.129 0.0 0.0 0.0
C -2.489 4.477 3.265 0.0 0.0 0.0
H -1.487 -2.080 3.409 0.0 0.0 0.0
H -1.514 -1.171 1.898 0.0 0.0 0.0
H -2.072 -0.412 3.402 0.0 0.0 0.0
H 0.113 -1.298 5.288 0.0 0.0 0.0
H -0.357 0.384 5.105 0.0 0.0 0.0
H 1.350 -0.096 4.916 0.0 0.0 0.0
H 1.048 -2.559 3.161 0.0 0.0 0.0
H 2.112 -1.201 2.786 0.0 0.0 0.0
H 0.896 -1.775 1.596 0.0 0.0 0.0
H 0.705 4.292 5.976 0.0 0.0 0.0
H 2.382 3.875 6.329 0.0 0.0 0.0
H 1.209 2.587 6.050 0.0 0.0 0.0
H 1.294 5.690 3.965 0.0 0.0 0.0
H 2.377 5.037 2.718 0.0 0.0 0.0
H 3.004 5.436 4.322 0.0 0.0 0.0
H 2.756 1.665 4.309 0.0 0.0 0.0
H 3.895 3.006 4.347 0.0 0.0 0.0
H 3.086 2.601 2.828 0.0 0.0 0.0
H -4.370 1.573 3.252 0.0 0.0 0.0
H -4.145 2.760 1.937 0.0 0.0 0.0
H -4.969 3.223 3.424 0.0 0.0 0.0
H -3.017 1.772 5.368 0.0 0.0 0.0
H -3.548 3.435 5.622 0.0 0.0 0.0
H -1.823 3.083 5.535 0.0 0.0 0.0
H -2.430 4.600 2.180 0.0 0.0 0.0
H -1.547 4.785 3.718 0.0 0.0 0.0
H -3.270 5.146 3.626 0.0 0.0 0.0
C 2.145 2.137 -2.853 0.0 0.0 0.0
C 3.659 2.050 -2.720 0.0 0.0 0.0
C 4.200 2.250 -1.311 -0.1 0.0 0.0
S 4.163 0.922 -0.086 0.1 0.1 0.0
O 2.695 0.846 0.532 -0.2 -0.2 -0.1
C 4.323 -0.616 -1.014 0.1 0.0 0.0
C 3.057 -1.165 -1.653 0.0 0.0 0.0
C 3.343 -2.526 -2.292 0.0 0.0 0.0
H 1.831 1.924 -3.874 0.0 0.0 0.0
H 1.778 3.129 -2.587 0.0 0.0 0.0
H 1.631 1.406 -2.210 0.0 0.0 -0.1
H 4.107 2.851 -3.313 0.0 0.0 0.0
H 4.049 1.129 -3.156 0.0 0.0 0.0
H 3.723 3.080 -0.778 0.0 0.0 0.0
H 5.273 2.471 -1.320 0.0 0.0 0.0
H 4.750 -1.319 -0.297 0.0 0.0 0.0
H 5.100 -0.394 -1.752 0.0 0.0 0.0
H 2.666 -0.472 -2.400 0.0 -0.1 0.0
H 2.292 -1.304 -0.874 0.0 0.0 0.0
H 4.098 -2.435 -3.073 0.0 0.0 0.0
H 2.444 -2.932 -2.752 0.0 0.0 0.0
H 3.702 -3.243 -1.554 0.0 0.0 0.0
C -3.495 -2.107 -1.711 0.0 0.0 0.0
N -2.086 -1.734 -1.460 0.1 0.0 0.0
C -1.068 -2.636 -2.019 0.0 0.0 0.0
C -1.794 -0.666 -0.786 -0.1 0.0 0.0
C -2.854 0.233 -0.254 0.0 0.0 0.0
O -0.526 -0.381 -0.582 0.1 0.0 0.1
H -3.505 -3.085 -2.181 0.0 0.0 0.0
H -3.963 -1.387 -2.380 0.0 0.0 0.0
H -4.050 -2.164 -0.778 0.0 0.0 0.0
H -1.072 -3.571 -1.461 0.0 0.0 0.0
H -0.088 -2.178 -1.973 0.0 0.0 0.0
H -1.324 -2.842 -3.056 0.0 0.0 0.0
H -3.539 -0.326 0.385 0.0 0.0 0.0
H -3.442 0.650 -1.075 0.0 0.0 0.0
H -2.421 1.041 0.328 0.0 0.0 0.0
```
Forces are in eV/Å.

***

# 3
A 2-piece molecular cluster, C6H10N2O overall in a non-equilibrium geometry. Source: the Open Molecules 2025 dataset; level of theory: ωB97M-V with the def2-TZVPD basis set.

## Properties
**ΔE to the lowest compared entry with this formula, charge and spin**: 549.60 kJ/mol
**SMILES string**: C#C/C(C)=C(/C)O.[H]/N=N\[H]
**LUMO**: 0.7 eV
**M**: 126.2 g mol⁻¹
**Frontier orbital gap**: 9.16 eV
**HOMO energy**: -8.438 eV

The geometry in XYZ format:
```
19
Properties=species:S:1:pos:R:3:forces:R:3
C -1.305 -2.750 -0.472 0.8 1.3 0.3
C -0.994 -1.589 -0.324 -1.0 -1.7 -1.1
C -0.364 0.226 0.859 -0.4 1.3 -1.4
C 0.019 1.654 1.000 1.5 -0.2 0.6
C -0.702 0.437 -1.743 -2.5 -0.7 2.2
C -0.718 -0.210 -0.364 -0.7 -1.4 0.8
N 2.603 0.469 0.008 1.1 2.7 1.3
N 1.925 -0.364 -0.547 0.3 -1.7 0.2
O -0.291 -0.584 1.944 0.7 0.8 0.9
H -1.251 -3.770 -0.684 -0.3 -1.0 0.0
H 0.555 2.102 0.184 0.3 -0.4 -0.9
H 0.580 1.987 1.852 0.4 -0.6 0.8
H -0.819 2.242 1.070 -2.5 1.3 0.2
H -1.232 -0.092 -2.508 -0.1 -0.9 -0.1
H -1.271 1.314 -1.641 0.0 1.9 -0.2
H 0.288 0.492 -1.938 3.0 1.0 -1.3
H -1.019 -1.189 2.107 -0.2 -0.1 -0.7
H 2.548 0.632 1.096 -0.2 -1.4 -1.6
H 1.450 -1.007 0.101 -0.1 -0.1 0.1
```
Forces are in eV/Å.

***

# 4
C8H20INO6P as an isolated structure in a non-equilibrium geometry. Source: the Open Molecules 2025 dataset; level of theory: ωB97M-V with the def2-TZVPD basis set.

## Properties
**LUMO**: -5.5 eV
**M**: 384.1 g mol⁻¹
**Frontier orbital gap**: 7.48 eV
**Charge**: +1
**HOMO energy**: -13.015 eV

The geometry in XYZ format:
```
37
Properties=species:S:1:pos:R:3:forces:R:3
C -0.354 1.463 1.364 0.6 -0.5 -0.1
P 0.222 1.800 -0.340 -0.7 2.1 -0.4
C 2.006 2.165 -0.319 -0.1 -0.9 0.2
N 0.052 0.199 -1.236 0.0 -0.7 0.2
I -1.738 0.192 -2.350 0.2 -0.1 0.1
H 0.445 1.546 2.091 0.2 0.0 0.1
H -0.801 0.483 1.497 -0.2 -0.2 -0.1
H -1.096 2.218 1.580 -0.2 0.1 0.0
H 2.130 3.007 0.356 -0.1 0.2 0.2
H 2.664 1.367 0.007 0.2 -0.1 0.0
H 2.280 2.506 -1.308 0.1 0.0 -0.3
H -0.013 -0.615 -0.622 0.2 0.0 0.0
H 0.821 0.022 -1.888 0.1 0.1 0.0
C -4.663 0.561 1.029 0.1 0.1 -0.1
O -4.766 0.553 2.449 0.1 0.0 0.0
C -5.264 -0.589 2.947 0.0 0.0 0.1
O -5.588 -1.546 2.297 0.0 0.0 0.0
O -5.323 -0.471 4.267 0.0 0.0 0.0
C -5.846 -1.623 4.943 -0.1 -0.1 0.2
H -4.247 1.528 0.753 0.0 0.0 0.1
H -3.996 -0.233 0.689 -0.1 -0.1 0.0
H -5.641 0.447 0.565 0.0 -0.1 0.0
H -5.220 -2.493 4.758 0.0 0.0 -0.1
H -6.866 -1.823 4.624 0.0 0.0 -0.1
H -5.836 -1.385 6.001 0.0 0.1 0.0
C 6.384 0.759 -2.282 0.2 0.1 0.0
O 4.986 0.439 -2.352 -0.1 0.0 0.0
C 4.728 -0.770 -2.847 0.1 0.1 0.0
O 5.530 -1.579 -3.216 -0.1 0.0 0.0
O 3.395 -0.935 -2.860 -0.3 0.1 0.1
C 2.962 -2.204 -3.365 -0.2 -0.2 0.0
H 6.448 1.759 -1.867 -0.1 0.0 0.0
H 6.904 0.059 -1.632 0.0 -0.1 -0.1
H 6.828 0.747 -3.274 0.0 -0.1 0.0
H 3.335 -3.020 -2.749 0.1 0.0 0.0
H 3.264 -2.349 -4.399 0.1 0.0 0.0
H 1.875 -2.186 -3.311 0.0 0.0 0.0
```
Forces are in eV/Å.